Record 1
{
  "formula": "C4H9N2OS",
  "method": "ωB97M-V/def2-TZVPD",
  "symbols": ["C", "O", "C", "N", "C", "C", "N", "S", "H", "H", "H", "H", "H", "H", "H", "H", "H"],
  "coordinates": [[-2.4093, 2.0992, -0.0352], [-1.8070, 0.7796, 0.2039], [-0.5239, 0.9128, -0.0742], [0.2949, -0.0899, 0.1987], [1.6177, -0.5071, -0.0599], [1.6742, -2.0052, 0.0623], [2.8223, 0.0245, -0.0458], [3.5487, 1.4849, 0.0163], [-2.4936, 2.3712, -1.0573], [-1.9047, 2.9945, 0.5027], [-3.5239, 1.9835, 0.2610], [-0.0985, 1.8258, -0.6075], [-0.2232, -0.8541, 0.7301], [1.4910, -2.3901, 1.1985], [2.5668, -2.4515, -0.2871], [1.0724, -2.6488, -0.5829], [3.4601, -0.6832, -0.2721]],
  "nbo_charge": [-0.31, -0.41, 0.54, -0.51, 0.31, -0.70, -0.52, 0.04, 0.22, 0.23, 0.25, 0.24, 0.45, 0.24, 0.25, 0.26, 0.43],
  "multiplicity": 1,
  "total_energy_ha": -740.3728,
  "total_charge": 1,
  "gap_ev": [6.83, 6.73],
  "relative_energy_kj_mol": 446.70,
  "lumo_energy_ev": [-5.2, -5.2],
  "smiles": "CO/C=[NH+]/C(C)=[NH+]\\[S-]"
}

Record 2
{
  "formula": "C36H40O3P2PdS",
  "method": "ωB97M-V/def2-TZVPD",
  "symbols": ["Pd", "C", "C", "C", "C", "C", "C", "C", "C", "C", "H", "H", "H", "H", "H", "H", "H", "H", "H", "H", "H", "H", "H", "H", "H", "P", "P", "C", "C", "C", "C", "C", "C", "C", "C", "C", "C", "C", "C", "C", "C", "C", "C", "C", "C", "C", "C", "C", "C", "C", "C", "C", "C", "H", "H", "H", "H", "H", "H", "H", "H", "H", "H", "H", "H", "H", "H", "H", "H", "H", "H", "H", "H", "H", "H", "C", "S", "O", "O", "O", "H", "H", "H"],
  "coordinates": [[1.8551, 0.0086, 0.9678], [-3.1296, -0.9227, -2.8537], [-2.6920, 0.3223, -3.0796], [-3.5189, 1.5693, -2.9013], [-4.5473, 1.5892, -1.7394], [-4.1163, 0.9783, -0.4381], [-4.2837, -0.3129, -0.1087], [-4.8768, -1.3580, -1.0031], [-4.5574, -1.2580, -2.5145], [2.8488, 0.2487, 2.7648], [-2.4774, -1.7890, -3.0210], [-1.7049, 0.4777, -3.5295], [-4.0759, 1.7959, -3.8266], [-2.8347, 2.4201, -2.7630], [-4.7871, 2.6431, -1.5405], [-5.4833, 1.1392, -2.0886], [-3.7863, 1.7050, 0.3095], [-4.1817, -0.6567, 0.9172], [-5.9745, -1.3656, -0.8906], [-4.5380, -2.3410, -0.6434], [-4.8106, -2.2321, -2.9580], [-5.2456, -0.5357, -2.9673], [3.0675, -0.7412, 3.1844], [2.2326, 0.8689, 3.4295], [3.7661, 0.7592, 2.4422], [1.2488, 0.3011, -1.1399], [-0.0919, 0.5763, 1.8675], [-0.4324, 0.8478, -0.8623], [-0.9716, 1.0238, 0.3784], [2.1750, 1.4868, -2.1309], [1.4673, 2.3149, -3.0189], [2.1643, 3.1938, -3.8507], [3.5577, 3.2880, -3.7694], [4.2599, 2.4772, -2.8734], [3.5790, 1.5726, -2.0581], [1.3074, -1.3110, -1.9874], [1.0263, -2.4827, -1.2622], [1.0872, -3.7220, -1.8955], [1.4564, -3.8089, -3.2407], [1.7475, -2.6409, -3.9557], [1.6970, -1.3949, -3.3323], [-0.1367, 1.9395, 3.0573], [0.6409, 3.0850, 2.7915], [0.6928, 4.1213, 3.7269], [-0.0316, 4.0250, 4.9215], [-0.8072, 2.8857, 5.1819], [-0.8595, 1.8375, 4.2614], [-0.7595, -0.9094, 2.6441], [0.0866, -1.8058, 3.3181], [-0.4627, -2.9354, 3.9291], [-1.8351, -3.1962, 3.8216], [-2.6643, -2.3198, 3.1079], [-2.1297, -1.1690, 2.5307], [-1.0205, 1.0230, -1.7611], [-1.9580, 1.4608, 0.5124], [0.3803, 2.2603, -3.0550], [1.6034, 3.8074, -4.5547], [4.0881, 4.0028, -4.4029], [5.3446, 2.5493, -2.8071], [4.1388, 0.9394, -1.3714], [0.8053, -2.4391, -0.1961], [0.8521, -4.6215, -1.3295], [1.5282, -4.7806, -3.7284], [2.0325, -2.6968, -5.0048], [1.9887, -0.4910, -3.8700], [1.2271, 3.1523, 1.8706], [1.3032, 5.0005, 3.5283], [0.0113, 4.8351, 5.6536], [-1.3703, 2.8134, 6.1141], [-1.4379, 0.9412, 4.4814], [1.1635, -1.6328, 3.3419], [0.1880, -3.6083, 4.4800], [-2.2559, -4.0926, 4.2841], [-3.7297, -2.5306, 2.9983], [-2.7519, -0.4706, 1.9814], [5.5607, -2.1030, 1.5073], [4.1696, -1.8752, 0.3895], [4.4850, -2.4890, -0.8851], [2.9835, -2.4189, 1.0942], [4.0427, -0.3611, 0.2935], [6.4139, -2.3693, 0.8766], [5.3001, -2.9175, 2.1919], [5.7535, -1.1807, 2.0583]],
  "lowdin_charge": [0.74, -0.06, -0.11, -0.14, -0.13, 0.05, 0.06, -0.12, -0.16, -0.11, 0.13, 0.11, 0.14, 0.12, 0.14, 0.13, 0.13, 0.11, 0.16, 0.14, 0.13, 0.11, 0.03, 0.02, 0.03, 0.97, 0.90, -0.24, -0.26, -0.35, -0.09, -0.06, -0.04, -0.04, -0.06, -0.33, -0.11, -0.05, -0.04, -0.05, -0.06, -0.36, -0.10, -0.06, -0.04, -0.05, -0.07, -0.36, -0.06, -0.04, -0.04, -0.06, -0.11, 0.03, 0.04, 0.09, 0.11, 0.12, 0.12, 0.08, 0.08, 0.12, 0.12, 0.12, 0.11, 0.11, 0.12, 0.12, 0.12, 0.11, 0.08, 0.12, 0.12, 0.11, 0.06, -0.11, 0.46, -0.30, -0.38, -0.48, 0.07, 0.07, 0.06],
  "multiplicity": 5,
  "total_energy_ha": -2829.4585,
  "total_charge": 2,
  "gap_ev": [5.02, 3.44],
  "relative_energy_kj_mol": 54.05,
  "lumo_energy_ev": [-6.1, -10.5]
}

Record 3
{
  "formula": "CHLiO2Ru",
  "method": "ωB97M-V/def2-TZVPD",
  "symbols": ["H", "O", "C", "O", "Li", "Ru"],
  "coordinates": [[-0.2885, 1.2886, -0.4290], [-0.5761, 0.0203, 0.1309], [0.5738, 0.5960, -0.2544], [1.1295, -0.0304, -1.1168], [-1.3527, -0.1523, 1.8109], [0.5141, -1.7223, -0.1417]],
  "nbo_charge": [0.48, -0.67, 0.63, -0.33, 0.99, 1.90],
  "multiplicity": 6,
  "total_energy_ha": -289.9046,
  "total_charge": 3,
  "gap_ev": [10.97, 7.16],
  "relative_energy_kj_mol": 349.63,
  "lumo_energy_ev": [-18.1, -21.3]
}